Record 1
An isolated molecule of C21H18N6O2S in a non-equilibrium geometry, computed with ωB97M-V with the def2-TZVPD basis set.

Geometry as XYZ:
```
48
Properties=species:S:1:pos:R:3:forces:R:3:nbo_charge:R:1
C -5.19356 -3.18048 5.19007 0.6 0.3 -1.1 -0.25
O -5.16972 -2.17771 4.14371 -0.3 0.3 0.3 -0.50
C -4.00082 -1.77433 3.54389 0.6 -0.7 0.0 0.32
C -4.06200 -0.82097 2.51768 -0.6 -0.2 0.2 -0.26
C -2.96494 -0.50626 1.73900 0.0 -0.1 0.2 -0.18
C -1.73389 -1.09199 2.00119 0.6 -0.5 0.6 -0.03
C -0.56189 -0.68122 1.20683 -1.0 0.2 -2.3 0.13
C -0.56876 -0.15215 -0.15793 -0.9 -0.3 1.0 -0.24
C 0.72094 0.17322 -0.47446 0.4 -0.3 0.5 0.08
C 1.35391 0.62656 -1.73029 -0.8 0.5 -0.5 -0.04
C 0.79685 1.19440 -2.85662 1.7 -0.8 1.5 -0.22
C -0.54618 1.61148 -3.20021 -2.3 -0.5 1.5 0.64
O -1.51423 1.49866 -2.46004 0.9 0.3 -1.3 -0.52
N -0.45755 2.11475 -4.50807 -1.8 0.4 0.1 -0.32
C -1.55748 2.56262 -5.23686 -1.4 0.7 -0.6 0.27
N -1.42087 2.99843 -6.50768 2.4 -0.5 0.1 -0.78
S -3.14144 2.67601 -4.75347 -0.2 -0.5 1.2 -0.21
N 0.86584 2.17891 -4.94579 -0.2 -0.5 0.4 -0.33
C 1.55928 1.60942 -4.00236 1.6 0.8 -1.9 0.39
N 2.91308 1.50141 -4.23400 -0.7 0.0 -0.1 -0.80
N 1.45317 -0.18552 0.67127 -0.8 -0.4 -0.3 -0.20
C 2.84129 -0.07262 0.85115 1.3 -0.8 1.2 0.13
C 3.55268 -1.19470 1.36274 1.3 1.1 -0.2 -0.20
C 4.94726 -1.07546 1.60917 -0.8 -0.2 -0.7 -0.20
C 5.58477 0.12726 1.31681 0.9 0.4 0.7 -0.22
C 4.88810 1.24182 0.87363 -0.7 -0.2 0.2 -0.20
C 3.51552 1.15002 0.66954 -0.4 -0.2 -0.3 -0.24
N 0.64620 -0.76655 1.64855 2.5 1.2 -0.5 -0.22
C -1.61862 -2.00888 3.06621 -1.6 0.8 -0.3 -0.17
C -2.75059 -2.33500 3.83545 0.2 0.3 -0.8 -0.30
H -4.48893 -2.93355 5.96509 0.3 0.1 0.4 0.18
H -4.95005 -4.16126 4.77605 0.1 0.0 -0.1 0.18
H -6.18588 -3.25059 5.61812 -0.2 0.4 -0.2 0.20
H -5.00744 -0.34630 2.31820 -0.3 0.0 -0.1 0.23
H -3.03963 0.20129 0.91547 -0.2 0.0 0.3 0.22
H -1.43331 -0.09586 -0.79114 0.0 0.2 -0.1 0.26
H 2.43869 0.50822 -1.81205 -0.3 -0.1 0.4 0.22
H -0.49344 3.03982 -6.88508 0.2 0.2 -0.4 0.39
H -2.19625 3.45427 -6.96100 0.1 -0.2 0.3 0.43
H 3.22004 2.06247 -5.03246 0.1 -0.4 0.7 0.41
H 3.51040 1.35674 -3.44629 0.4 0.2 0.0 0.39
H 3.08487 -2.14210 1.57618 -0.4 0.1 -0.1 0.23
H 5.54309 -1.95074 1.93680 -0.6 0.7 -0.1 0.22
H 6.64440 0.28146 1.56995 -0.5 -0.4 -0.3 0.22
H 5.35864 2.21798 0.79069 0.1 -0.3 -0.1 0.22
H 2.97011 2.05121 0.38588 -0.1 -0.3 0.0 0.23
H -0.69039 -2.47684 3.27866 0.7 -0.2 0.1 0.22
H -2.66127 -3.05734 4.61780 0.1 -0.3 0.3 0.21
```
Positions in Å, forces in eV/Å.

The frontier orbital gap is 6.39 eV. Its net charge is 0. For the maximum force, the calculation gives 0.055 hartree/bohr. The value obtained for the energy above the lowest of the compared OMol25 structures with the same formula, charge and spin is 54.27 kcal per mole.

=====

Record 2
A cluster of 2 separate species, C2H10N2O2 in total in a non-equilibrium geometry, computed with ωB97M-V with the def2-TZVPD basis set.

Geometry as XYZ:
```
16
Properties=species:S:1:pos:R:3:forces:R:3:nbo_charge:R:1
N -1.17927 -1.06064 -1.21085 -0.5 0.3 -0.8 -0.87
C -0.30949 -0.17534 -1.96486 -1.0 0.6 1.1 0.08
O -0.07927 -0.64395 -3.26353 0.6 -0.1 -0.1 -0.72
H -2.00391 -0.59611 -0.86561 0.0 0.0 0.1 0.36
H -0.71739 -1.54281 -0.47297 0.4 -0.2 0.4 0.38
H 0.58299 -0.02114 -1.36551 0.6 -0.3 -0.7 0.17
H -0.78067 0.81583 -2.01207 -0.1 -0.1 -0.1 0.13
H -0.94293 -0.92584 -3.57849 0.0 -0.1 -0.1 0.47
N 0.41299 1.52596 1.66273 0.1 -0.3 0.3 -0.83
C 0.42622 0.09590 1.99154 0.2 0.2 0.0 0.09
O 1.04935 -0.66431 0.97719 0.1 0.3 0.1 -0.72
H 1.35782 1.87032 1.81936 0.0 0.1 -0.2 0.34
H -0.11742 1.99414 2.39350 -0.2 0.1 -0.2 0.36
H -0.59316 -0.27841 2.06265 0.0 0.1 0.0 0.17
H 0.94721 -0.06917 2.94511 -0.1 -0.2 0.0 0.13
H 1.94692 -0.32444 0.88179 0.0 -0.2 -0.1 0.47
```
Positions in Å, forces in eV/Å.

The frontier orbital gap is 9.99 eV. Its net charge is 0. For the maximum force, the calculation gives 0.031 hartree/bohr. The value obtained for the energy above the lowest of the compared OMol25 structures with the same formula, charge and spin is 22.54 kcal per mole.

=====

- What is the net charge in the second record?
  0